No. 1
{
  "formula": "C4H2FMgO4Rb",
  "method": "wB97M-V/def2-TZVPD",
  "elements": ["O", "C", "O", "O", "C", "C", "O", "C", "Rb", "H", "H", "F", "Mg"],
  "xyz": [[1.8914, 1.0897, -7.3855], [2.3698, 1.2033, -8.4354], [2.8687, 1.3490, -9.4711], [-1.0500, 0.4284, 3.6710], [-1.6198, -0.7273, 3.5709], [-0.5231, 0.8652, 2.3800], [-1.4499, -1.2153, 2.3592], [-0.5283, -0.4071, 1.5649], [-0.9308, -4.0337, 6.0035], [0.4792, 1.2782, 2.5274], [-1.2108, 1.6260, 1.9957], [0.7115, -1.0509, 1.7481], [-1.0078, -0.4055, -0.5288]],
  "atomic_forces_ev_per_a": [[-0.18, -0.16, 0.19], [0.43, 0.33, -0.49], [-0.25, -0.17, 0.31], [0.09, 0.24, -0.34], [-0.08, -0.29, 1.15], [0.08, 0.49, -0.28], [0.02, -0.25, -1.55], [0.58, -0.39, 1.18], [-0.07, 0.07, 0.06], [-0.23, -0.12, -0.05], [0.17, -0.06, 0.12], [-0.69, 0.39, -0.63], [0.14, -0.09, 0.34]],
  "de_lowest_kcal_mol": 26.8,
  "lumo_ev": -9.73,
  "total_charge": 2,
  "fmax_ev_per_a": 1.57,
  "homo_lumo_gap_ev": 6.120
}

No. 2
{
  "formula": "C30H74FN5O12P2S",
  "method": "wB97M-V/def2-TZVPD",
  "elements": ["C", "C", "C", "N", "C", "O", "C", "C", "C", "C", "F", "C", "O", "C", "P", "S", "C", "C", "N", "N", "N", "P", "N", "O", "H", "H", "H", "H", "H", "H", "H", "H", "H", "H", "H", "H", "H", "H", "H", "H", "H", "H", "H", "H", "H", "H", "H", "H", "H", "H", "H", "H", "H", "H", "H", "H", "C", "O", "C", "C", "O", "C", "C", "O", "C", "H", "H", "H", "H", "H", "H", "H", "H", "H", "H", "H", "H", "H", "H", "C", "O", "C", "C", "O", "C", "C", "O", "C", "H", "H", "H", "H", "H", "H", "H", "H", "H", "H", "H", "H", "H", "H", "C", "O", "C", "C", "O", "C", "C", "O", "C", "H", "H", "H", "H", "H", "H", "H", "H", "H", "H", "H", "H", "H", "H"],
  "xyz": [[-4.9077, 6.1828, -2.1648], [-4.0789, 5.9482, -3.4195], [-2.6202, 5.5019, -3.1841], [-2.1294, 5.8419, -1.8491], [-0.8373, 5.2556, -1.5264], [-0.8361, 3.8855, -1.7769], [-1.4923, 2.9912, -0.8454], [-2.5390, 3.6514, 0.0554], [-2.0606, 4.3552, 1.3342], [-2.9061, 4.0147, 2.5367], [-4.2016, 4.4802, 2.3593], [-2.2295, 2.0050, -1.7586], [-3.3896, 2.5775, -2.3655], [-4.4473, 1.6596, -2.4657], [-3.9656, 0.1640, -3.4374], [-3.7120, -1.4409, -2.3503], [-0.5102, 2.0899, -0.0235], [1.0175, 2.2263, -0.1339], [1.4497, 1.8438, -1.4613], [1.6428, 1.2658, 0.8008], [1.4971, 3.5381, 0.2938], [0.4971, 6.1812, -2.5753], [1.4101, 4.9664, -3.3396], [1.5746, 6.5800, -1.3787], [-4.7689, 5.3950, -1.4280], [-4.6594, 7.1338, -1.6960], [-5.9679, 6.2204, -2.4138], [-4.5617, 5.1625, -4.0028], [-4.1050, 6.8415, -4.0429], [-2.0062, 5.9700, -3.9615], [-2.5774, 4.4303, -3.3213], [-2.0335, 6.8532, -1.8104], [-0.6111, 5.4823, -0.4773], [-3.1985, 2.8342, 0.3613], [-3.1599, 4.3415, -0.5028], [-1.0177, 4.1552, 1.5811], [-2.1217, 5.4368, 1.1853], [-2.9483, 2.9294, 2.6443], [-2.4843, 4.4756, 3.4291], [-1.5313, 1.7020, -2.5435], [-2.5252, 1.1383, -1.1676], [-5.2696, 2.1671, -2.9681], [-4.7726, 1.3015, -1.4872], [-4.9749, 0.0001, -4.3964], [-2.8190, 0.5431, -4.1463], [-0.7047, 1.0537, -0.3027], [-0.7375, 2.1533, 1.0386], [2.2511, 2.3709, -1.7665], [0.7104, 1.9508, -2.1372], [1.1350, 0.3894, 0.7794], [1.6019, 1.6393, 1.7403], [0.7699, 4.1147, 0.6835], [1.9836, 4.0371, -0.4317], [2.3268, 4.8320, -2.9291], [1.5179, 5.2139, -4.3145], [1.1438, 6.6196, -0.5189], [4.9752, -0.2845, -4.2415], [4.0299, -1.3272, -4.1902], [4.4747, -2.4353, -3.4290], [3.3130, -3.1990, -2.8368], [2.7211, -2.5739, -1.7079], [1.8920, -1.4433, -1.9501], [0.5404, -1.7823, -2.5328], [0.6242, -2.0682, -3.9194], [-0.4858, -2.8165, -4.3715], [5.8947, -0.6004, -4.7488], [4.5272, 0.5339, -4.8017], [5.2243, 0.0729, -3.2355], [5.1333, -2.1030, -2.6172], [5.0421, -3.1117, -4.0842], [3.7119, -4.1445, -2.4605], [2.5686, -3.4332, -3.5998], [2.4052, -0.6938, -2.5533], [1.7183, -1.0080, -0.9635], [-0.1288, -0.9218, -2.3840], [0.1195, -2.6422, -1.9965], [-0.5807, -3.7613, -3.8245], [-0.3313, -3.0341, -5.4271], [-1.4047, -2.2347, -4.2480], [3.9740, -4.1967, 0.8005], [3.0184, -4.9206, 1.5480], [1.6930, -4.6124, 1.1501], [0.7613, -5.7735, 1.4058], [0.8783, -6.8283, 0.4635], [1.9894, -7.6995, 0.5858], [1.8787, -8.6939, 1.7180], [2.1723, -8.0875, 2.9634], [1.6253, -8.7934, 4.0513], [3.8807, -3.1190, 0.9685], [4.9615, -4.5265, 1.1209], [3.8596, -4.3999, -0.2657], [1.6649, -4.3523, 0.0858], [1.3409, -3.7447, 1.7280], [-0.2594, -5.4038, 1.2814], [0.8646, -6.1397, 2.4297], [2.9278, -7.1443, 0.6488], [1.9962, -8.2715, -0.3449], [2.5929, -9.5112, 1.5418], [0.8646, -9.1123, 1.7284], [0.5366, -8.8841, 3.9569], [1.8526, -8.2300, 4.9540], [2.0606, -9.7963, 4.1391], [-3.0570, -2.1336, 4.4402], [-1.6935, -1.7844, 4.5169], [-1.0464, -1.8235, 3.2577], [0.1329, -0.8815, 3.2222], [-0.2236, 0.4881, 3.0891], [-0.7056, 1.1637, 4.2397], [0.3599, 1.5063, 5.2547], [0.7011, 0.3744, 6.0300], [1.9763, 0.4853, 6.6202], [-3.1877, -3.1698, 4.1078], [-3.4772, -2.0281, 5.4383], [-3.5980, -1.4681, 3.7571], [-1.7471, -1.5527, 2.4582], [-0.6841, -2.8441, 3.0729], [0.7041, -1.1111, 2.3191], [0.7867, -1.0402, 4.0815], [-1.5314, 0.6242, 4.7080], [-1.0984, 2.1098, 3.8570], [-0.0247, 2.2934, 5.9197], [1.2440, 1.8911, 4.7305], [2.7520, 0.6322, 5.8598], [2.1738, -0.4459, 7.1467], [2.0152, 1.3145, 7.3365]],
  "atomic_forces_ev_per_a": [[-0.11, 0.08, 0.01], [0.00, -0.18, 0.05], [-0.27, 0.30, -0.27], [-0.18, 0.25, 0.00], [0.42, 0.16, -0.62], [0.27, -0.11, 0.48], [-0.23, -0.22, -0.32], [-0.05, -0.19, 0.56], [-0.16, 0.52, -0.38], [0.44, -0.12, -0.23], [-0.06, 0.01, 0.02], [-0.09, 0.31, 0.08], [0.13, 0.02, 0.11], [0.22, 0.29, -0.38], [-0.14, -1.10, 0.74], [0.00, 0.19, -0.14], [0.11, 0.26, -0.19], [0.35, -0.35, 0.39], [-0.38, -0.17, 0.01], [0.10, 0.35, -0.34], [0.02, -0.03, 0.11], [-0.33, -0.25, -0.13], [-0.05, 0.30, -0.14], [-0.01, -0.11, 0.21], [0.02, -0.05, 0.02], [0.07, -0.02, 0.14], [-0.05, 0.03, -0.04], [0.00, -0.01, -0.13], [0.01, 0.11, 0.00], [0.19, -0.13, -0.10], [0.19, -0.05, 0.16], [-0.04, 0.03, 0.20], [-0.06, 0.02, 0.14], [-0.02, -0.10, 0.06], [0.08, -0.12, -0.16], [0.02, -0.21, 0.09], [0.01, 0.06, 0.03], [-0.13, -0.05, 0.23], [-0.17, -0.02, 0.19], [0.06, -0.20, -0.01], [-0.01, -0.11, 0.00], [-0.08, 0.04, 0.02], [-0.07, -0.10, 0.07], [0.09, 0.26, -0.24], [-0.15, 0.28, -0.27], [-0.03, -0.13, 0.06], [-0.12, -0.02, 0.06], [0.21, -0.04, -0.06], [0.04, 0.40, -0.18], [0.04, -0.01, 0.05], [-0.13, -0.09, 0.01], [-0.05, 0.11, -0.10], [-0.08, 0.14, -0.12], [-0.05, -0.15, 0.08], [0.13, -0.16, -0.05], [0.12, 0.07, 0.12], [-0.05, -0.07, -0.07], [-0.06, 0.10, 0.17], [0.01, 0.01, -0.16], [-0.05, -0.04, 0.08], [0.03, -0.09, -0.13], [-0.02, 0.02, 0.10], [-0.01, 0.09, -0.15], [0.14, -0.26, 0.08], [0.07, 0.27, -0.04], [0.03, 0.02, 0.03], [0.00, -0.01, -0.04], [0.04, -0.02, 0.00], [-0.01, 0.01, 0.02], [0.08, -0.02, 0.08], [-0.01, -0.02, -0.01], [0.00, 0.12, -0.07], [-0.07, -0.05, -0.03], [0.09, 0.04, -0.07], [-0.06, -0.04, 0.09], [-0.01, 0.00, 0.03], [-0.04, 0.03, 0.03], [0.02, 0.03, 0.00], [-0.13, -0.14, 0.00], [0.06, -0.06, 0.20], [-0.05, -0.11, -0.15], [0.10, 0.01, 0.09], [-0.08, 0.02, 0.04], [-0.04, -0.01, -0.01], [0.05, -0.01, -0.11], [0.13, -0.01, 0.11], [-0.18, 0.12, -0.03], [0.10, 0.00, 0.00], [0.00, 0.02, -0.09], [-0.02, 0.00, 0.07], [0.00, 0.09, -0.06], [0.00, 0.02, 0.00], [-0.06, 0.05, -0.07], [-0.02, 0.00, 0.01], [0.12, 0.00, 0.00], [-0.01, 0.01, 0.12], [0.01, 0.01, -0.01], [-0.08, -0.06, -0.04], [-0.01, -0.01, -0.01], [0.01, -0.04, 0.00], [0.03, -0.01, 0.00], [-0.04, -0.01, 0.00], [0.06, -0.07, 0.06], [-0.04, 0.26, -0.07], [-0.01, -0.12, 0.13], [0.06, -0.02, -0.01], [-0.07, 0.02, 0.05], [-0.09, 0.09, -0.03], [-0.02, -0.09, 0.18], [0.08, -0.09, -0.20], [-0.05, -0.01, 0.07], [-0.03, 0.01, -0.03], [0.01, -0.02, 0.01], [0.00, -0.04, -0.03], [0.00, 0.01, -0.02], [-0.03, -0.01, -0.11], [0.03, -0.03, 0.02], [-0.09, -0.01, 0.07], [0.08, -0.08, 0.07], [0.00, 0.00, 0.01], [0.05, 0.08, -0.07], [0.00, 0.03, -0.01], [0.00, 0.04, 0.02], [-0.02, 0.00, 0.02], [0.03, 0.01, -0.02]],
  "lumo_ev": 0.41,
  "smiles": "CCCN[C@@H](O[C@@](CCCF)(COC[PH2]=S)CC(N)(N)N)P(N)O.COCCOCCOC.COCCOCCOC.COCCOCCOC",
  "fmax_ev_per_a": 1.33,
  "homo_lumo_gap_ev": 8.637
}

No. 3
{
  "formula": "C10H15N5OsS2",
  "method": "wB97M-V/def2-TZVPD",
  "elements": ["Os", "S", "C", "C", "C", "C", "C", "C", "S", "H", "H", "H", "H", "C", "N", "C", "C", "N", "N", "C", "N", "N", "H", "H", "H", "H", "H", "H", "H", "H", "H", "H", "H"],
  "xyz": [[-0.2492, -0.2628, -0.6875], [0.4503, -2.2185, -0.1280], [0.1208, -3.3039, -1.4634], [0.4704, -4.6417, -1.4114], [0.1646, -5.4513, -2.5054], [-0.4725, -4.9275, -3.6187], [-0.8203, -3.5775, -3.6732], [-0.5193, -2.7738, -2.5882], [-0.9039, -1.0658, -2.5768], [0.9706, -5.0495, -0.5428], [0.4299, -6.4993, -2.4811], [-0.7037, -5.5699, -4.4573], [-1.3166, -3.1673, -4.5429], [0.9876, 1.0708, 3.7432], [0.5758, 2.1161, 2.7944], [0.5997, 3.5156, 3.2417], [0.2300, 1.7793, 1.5615], [0.2977, 0.5356, 1.1041], [-0.2158, 2.8062, 0.7490], [-0.6414, 2.7712, -0.5544], [-0.9877, 3.9466, -1.0716], [-0.7132, 1.6523, -1.2419], [1.0372, 1.5087, 4.7336], [1.9729, 0.6774, 3.4877], [0.2499, 0.2692, 3.7724], [1.0162, 3.5488, 4.2416], [-0.4087, 3.9326, 3.2910], [1.2433, 4.1204, 2.6004], [0.6923, -0.0884, 1.7960], [-0.2449, 3.7132, 1.1875], [-0.9430, 4.8090, -0.5533], [-1.3259, 4.0101, -2.0188], [-1.0433, 1.8142, -2.1872]],
  "atomic_forces_ev_per_a": [[0.01, 0.07, 0.03], [0.02, -0.09, 0.02], [-0.02, 0.04, -0.05], [0.00, 0.03, -0.01], [0.00, -0.03, 0.01], [0.00, -0.01, -0.02], [0.00, 0.02, 0.03], [0.04, -0.08, 0.06], [-0.04, 0.01, -0.08], [0.00, 0.00, 0.00], [0.00, 0.00, 0.00], [0.00, 0.00, 0.00], [0.00, 0.00, 0.00], [0.00, 0.01, -0.02], [0.01, 0.00, -0.01], [-0.02, -0.01, -0.01], [0.00, 0.03, -0.01], [0.00, -0.01, 0.04], [0.02, -0.04, 0.01], [-0.01, 0.04, 0.01], [0.00, -0.02, 0.01], [-0.01, 0.00, -0.04], [0.00, 0.00, 0.00], [0.00, -0.01, 0.00], [0.00, 0.00, 0.01], [0.01, 0.01, 0.00], [0.00, 0.00, 0.00], [0.00, 0.01, 0.01], [0.00, 0.01, 0.00], [-0.01, 0.00, 0.00], [0.01, 0.00, 0.00], [0.00, 0.00, 0.00], [0.00, 0.01, 0.00]],
  "lumo_ev": [-8.77, -8.73],
  "total_charge": 2,
  "fmax_ev_per_a": 0.11,
  "homo_lumo_gap_ev": [6.490, 6.523]
}